This record from the Open Molecules 2025 dataset describes the ion HNO6P with charge -1 in a non-equilibrium geometry. The level of theory is the ωB97M-V functional and the def2-TZVPD basis.

max |F|: 7.3 eV Å⁻¹
ΔE to the lowest compared entry with this formula, charge and spin: 20.10 kcal per mole
structure (SMILES): O=[N+]([O-])[P@@](=O)([O-])OO
LUMO level: 3.96 eV

```
! wB97M-V def2-TZVPD RIJCOSX def2/J DEFGRID3
* xyz -1 1
O 1.022 -1.430 0.881
N 1.084 -0.709 -0.108
O 1.828 -0.864 -1.025
P 0.168 0.810 -0.119
O 1.076 1.903 0.201
O -0.898 0.614 -1.411
O -0.832 0.477 1.149
O -1.834 -0.409 0.661
H -1.613 -0.392 -0.230
*
```

This record from the Open Molecules 2025 dataset describes a cluster of 11 separate species, C13H48N10O11 in total in a non-equilibrium geometry. The level of theory is the ωB97M-V functional and the def2-TZVPD basis.

max |F|: 9.2 eV Å⁻¹
ΔE to the lowest compared entry with this formula, charge and spin: 163.01 kcal per mole
structure (SMILES): NC(N)=O.NC(N)=O.NC(N)=O.NC(N)=O.NC(N)=O.CCO.CCO.CO.CO.CO.CO
LUMO level: 0.08 eV

```
! wB97M-V def2-TZVPD RIJCOSX def2/J DEFGRID3
* xyz 0 1
N -0.992 -0.546 2.827
C -2.163 -0.328 3.401
N -2.864 0.571 2.777
O -2.550 -1.073 4.575
H -0.335 -1.339 3.043
H -0.680 -0.206 1.899
H -3.792 0.775 3.189
H -2.428 1.195 2.021
N 0.398 1.434 3.829
C 0.162 2.560 3.165
N 1.118 3.519 3.362
O -0.873 2.743 2.212
H -0.185 0.711 3.420
H 1.212 1.304 4.428
H 1.049 4.345 2.710
H 1.755 3.379 4.121
N 3.100 -1.732 4.826
C 2.864 -1.593 3.585
N 3.777 -0.943 2.948
O 1.540 -1.610 3.249
H 2.379 -1.990 5.524
H 3.958 -1.672 5.189
H 3.507 -0.823 2.006
H 4.794 -1.011 3.131
N -2.269 1.829 -2.060
C -2.302 2.498 -0.963
N -1.845 3.710 -1.062
O -2.723 1.947 0.221
H -2.883 0.925 -2.050
H -1.734 1.984 -2.911
H -1.643 4.293 -0.180
H -1.632 4.262 -1.934
N -3.785 -1.076 -3.864
C -3.544 -1.351 -2.607
N -3.813 -0.397 -1.740
O -2.958 -2.543 -2.201
H -3.399 -1.753 -4.570
H -4.211 -0.257 -4.372
H -3.605 -0.721 -0.754
H -4.515 0.324 -1.937
C 3.483 -2.142 -3.881
C 2.946 -1.687 -2.517
O 3.688 -0.572 -2.088
H 2.848 -2.925 -4.348
H 4.564 -2.348 -3.847
H 3.424 -1.289 -4.571
H 3.064 -2.400 -1.740
H 1.933 -1.323 -2.540
H 3.374 -0.358 -1.208
C 0.254 -2.001 0.096
C -0.224 -0.684 -0.471
O 0.158 0.277 0.596
H 1.175 -1.976 0.617
H 0.347 -2.738 -0.700
H -0.424 -2.447 0.801
H -1.175 -0.653 -0.832
H 0.394 -0.512 -1.307
H 0.059 1.225 0.192
C 3.190 1.516 0.909
O 2.896 0.228 0.449
H 3.097 2.286 0.131
H 4.118 1.669 1.473
H 2.451 1.749 1.705
H 2.064 0.102 0.931
C -0.116 -0.974 -4.100
O -0.461 -2.266 -3.724
H -0.041 -0.255 -3.233
H -0.834 -0.741 -4.891
H 0.890 -1.025 -4.537
H -1.327 -2.395 -3.257
C 1.220 2.218 -1.906
O 0.753 2.685 -0.634
H 0.398 2.133 -2.583
H 1.791 1.380 -1.808
H 1.948 2.863 -2.402
H -0.058 3.226 -0.695
C -3.372 -2.227 1.223
O -3.304 -0.926 0.717
H -3.323 -2.983 0.428
H -4.199 -2.297 1.842
H -2.528 -2.495 1.841
H -3.027 -0.267 1.416
*
```

This record from the Open Molecules 2025 dataset describes a structure of composition C22H18LuN4O2Se in a non-equilibrium geometry. The level of theory is the ωB97M-V functional and the def2-TZVPD basis.

max |F|: 1.4 eV Å⁻¹
LUMO level: -3.67 eV

```
! wB97M-V def2-TZVPD RIJCOSX def2/J DEFGRID3
* xyz 1 1
Lu -0.334 0.340 -0.350
O -1.973 -0.673 0.282
C -3.255 -0.815 -0.013
C -3.921 -2.008 0.274
C -5.258 -2.147 -0.041
C -5.980 -1.103 -0.631
C -5.332 0.079 -0.903
C -3.965 0.235 -0.624
C -3.353 1.509 -0.944
N -2.097 1.791 -0.989
C -1.709 3.191 -1.196
C -0.746 3.578 -0.083
N 0.353 2.608 -0.080
C 1.553 3.053 -0.197
C 2.767 2.275 -0.344
C 3.994 2.928 -0.147
C 5.184 2.245 -0.249
C 5.153 0.888 -0.581
C 3.959 0.232 -0.810
C 2.750 0.917 -0.699
O 1.598 0.293 -0.918
H -3.368 -2.804 0.757
H -5.759 -3.080 0.187
H -7.029 -1.223 -0.862
H -5.873 0.907 -1.348
H -4.059 2.315 -1.159
H -2.581 3.848 -1.198
H -1.205 3.288 -2.159
H -1.266 3.537 0.877
H -0.379 4.597 -0.226
H 1.693 4.138 -0.192
H 3.991 3.984 0.103
H 6.125 2.750 -0.085
H 6.083 0.340 -0.673
H 3.932 -0.812 -1.094
Se 0.056 -3.463 -1.668
N 0.267 -2.093 -0.547
C 0.957 -2.543 0.482
C 1.348 -1.764 1.626
C 2.062 -2.346 2.608
C 2.444 -3.738 2.540
C 2.095 -4.516 1.498
C 1.330 -3.936 0.425
N 0.919 -4.602 -0.635
H 1.080 -0.716 1.714
H 2.360 -1.769 3.473
H 3.019 -4.155 3.356
H 2.366 -5.562 1.445
*
```

This record from the Open Molecules 2025 dataset describes the molecule C20H17BrN8O2 in a non-equilibrium geometry. The level of theory is the ωB97M-V functional and the def2-TZVPD basis.

max |F|: 5.6 eV Å⁻¹
ΔE to the lowest compared entry with this formula, charge and spin: 0.00 kcal per mole
structure (SMILES): CCCc1c(Cc2ccc(-c3oc(Br)cc3-c3nnn[nH]3)cc2)c(=O)nc2nc[nH]n12
LUMO level: -0.22 eV

```
! wB97M-V def2-TZVPD RIJCOSX def2/J DEFGRID3
* xyz 0 1
C 2.551 -0.131 -1.851
C 1.253 -0.857 -1.523
C 1.584 -2.342 -1.065
C 0.385 -3.000 -0.422
C -0.003 -2.727 0.860
C 0.777 -1.863 1.770
C 0.307 -0.435 2.017
C 1.309 0.520 1.636
C 1.040 1.966 1.744
C -0.270 2.336 1.877
C -0.589 3.718 1.596
O -0.919 4.668 2.601
C -1.172 5.844 1.998
Br -1.570 7.414 3.007
C -1.230 5.732 0.660
C -0.852 4.303 0.398
C -0.691 3.656 -0.821
N -0.632 4.284 -1.951
N -0.518 3.279 -2.937
N -0.662 2.140 -2.404
N -0.614 2.354 -1.093
C -1.272 1.427 2.079
C -1.005 0.058 2.188
C -1.240 -3.498 1.359
O -1.760 -3.258 2.459
N -1.719 -4.619 0.773
C -1.351 -4.701 -0.497
N -1.942 -5.556 -1.418
C -1.396 -5.177 -2.601
N -0.349 -4.191 -2.536
N -0.406 -3.905 -1.137
H 3.254 -0.102 -0.953
H 2.447 0.984 -2.102
H 3.073 -0.632 -2.667
H 0.722 -0.372 -0.708
H 0.508 -0.947 -2.336
H 2.443 -2.489 -0.362
H 1.752 -2.922 -1.971
H 0.783 -2.387 2.711
H 1.826 -1.849 1.463
H 2.282 0.329 1.392
H 1.883 2.624 1.556
H -1.368 6.556 0.001
H -0.402 1.650 -0.400
H -2.361 1.775 2.234
H -1.828 -0.626 2.208
H -1.704 -5.582 -3.575
H -0.354 -3.451 -3.255
*
```

| no. | energy (hartree) | HOMO level (eV) |
| --- | --- | --- |
| 1 | -848.122206 | -6.23 |
| 2 | -1899.175017 | -8.16 |
| 3 | -4855.531947 | -11.13 |
| 4 | -3934.738027 | -8.93 |